{"formula": "C23H24N2O4", "method": "ωB97M-V/def2-TZVPD", "de_lowest_kcal_mol": 25.7, "smiles": "COc1ccc(N(Cc2cc3cccc(C)c3[nH]c2=O)C(=O)[C@@H]2CCCO2)cc1", "energy_ha": -1301.3543, "species": ["C", "H", "O", "C", "C", "C", "C", "C", "C", "H", "H", "N", "C", "O", "C", "C", "H", "C", "H", "H", "C", "H", "H", "O", "H", "H", "C", "C", "C", "C", "C", "C", "C", "C", "C", "N", "C", "O", "H", "C", "H", "H", "H", "H", "H", "H", "H", "H", "H", "H", "H", "H", "H"], "positions_angstrom": [[5.56403, 1.96611, 0.58374], [5.96647, 1.88000, -0.43061], [4.20269, 2.32562, 0.57137], [3.30984, 1.46701, 0.01074], [1.97020, 1.85540, 0.07778], [0.98221, 1.04993, -0.44284], [1.31202, -0.15686, -1.05311], [2.64126, -0.54057, -1.12703], [3.63758, 0.26352, -0.60451], [4.66166, -0.06594, -0.67263], [2.89872, -1.47879, -1.59359], [0.29181, -1.03705, -1.50102], [-0.54706, -0.80258, -2.53628], [-1.51835, -1.50253, -2.75449], [-0.16728, 0.37461, -3.44549], [-1.26695, 1.44477, -3.40911], [-1.68993, 1.57394, -2.41474], [-2.27485, 0.88552, -4.41412], [-2.81617, 1.66995, -4.93907], [-2.98733, 0.23909, -3.90448], [-1.40384, 0.04785, -5.36519], [-1.81517, -0.95846, -5.49355], [-1.28874, 0.51388, -6.34905], [-0.10638, -0.03840, -4.79324], [-0.85758, 2.39594, -3.75145], [0.82219, 0.75668, -3.18137], [0.00662, -2.13821, -0.58393], [-0.54704, -1.58095, 0.69624], [-1.83740, -1.20007, 0.81631], [-2.33522, -0.57448, 1.99960], [-3.67044, -0.17794, 2.14076], [-4.08969, 0.43055, 3.29857], [-3.18694, 0.65695, 4.33561], [-1.86145, 0.28291, 4.23749], [-1.43143, -0.34268, 3.05414], [-0.13193, -0.74278, 2.89381], [0.40174, -1.35763, 1.78313], [1.58013, -1.67088, 1.76836], [0.52248, -0.57531, 3.64789], [-0.89929, 0.53254, 5.36119], [-0.48035, -0.40436, 5.72943], [-0.07872, 1.17251, 5.03549], [-1.40549, 1.02462, 6.18717], [-3.53196, 1.13689, 5.23976], [-5.11832, 0.73658, 3.41196], [-4.35783, -0.35917, 1.32847], [-2.52118, -1.36049, -0.00615], [-0.71561, -2.78867, -1.08098], [0.93587, -2.67340, -0.37475], [-0.05443, 1.34576, -0.37148], [1.73027, 2.79054, 0.55872], [5.72470, 1.02658, 1.12134], [6.07624, 2.77293, 1.10569]], "forces_ev_per_a": [[0.209, -0.051, 0.000], [-0.019, -0.013, 0.038], [-0.307, 0.034, -0.026], [-0.207, -0.020, -0.033], [0.240, 0.094, 0.067], [0.117, -0.150, -0.051], [0.294, 0.270, -0.027], [-0.301, 0.134, -0.020], [0.254, 0.143, 0.119], [0.110, 0.001, 0.011], [0.009, -0.119, -0.045], [0.280, -0.361, 0.232], [0.422, 0.315, -0.278], [-0.399, -0.106, -0.193], [0.024, 0.198, 0.124], [0.164, -0.133, -0.046], [-0.028, 0.072, 0.050], [-0.021, -0.120, -0.045], [-0.021, 0.024, -0.001], [-0.011, 0.052, -0.051], [-0.391, -0.055, -0.348], [0.029, 0.122, 0.000], [-0.034, -0.050, 0.076], [0.164, -0.076, 0.190], [0.036, -0.009, 0.058], [-0.209, -0.035, -0.077], [-0.188, -0.180, -0.004], [-0.323, -0.083, -0.191], [0.469, -0.235, -0.045], [0.047, 0.207, 0.453], [0.152, 0.006, 0.103], [-0.163, 0.017, -0.057], [0.126, -0.089, -0.136], [-0.006, 0.013, 0.041], [-0.724, 0.092, -0.217], [0.247, 0.112, 0.384], [0.029, 0.019, 0.249], [0.125, -0.102, -0.089], [-0.009, -0.076, -0.180], [-0.071, -0.036, -0.120], [0.095, -0.037, 0.086], [0.114, 0.045, 0.051], [0.027, 0.019, 0.055], [0.005, 0.047, 0.106], [-0.093, 0.021, -0.006], [-0.081, -0.021, -0.098], [-0.053, -0.042, -0.152], [0.139, 0.047, 0.126], [-0.132, 0.018, -0.066], [-0.112, 0.020, 0.013], [-0.026, 0.120, 0.048], [-0.004, 0.025, -0.030], [0.009, -0.087, -0.049]]}